(1)
The following is a quantum chemistry calculation of a molecular structure, C3H6O at a distorted geometry, from OMol25.

## Properties
Largest force on an atom (eV/Å): 6.96
Gap between HOMO and LUMO (Eh): 0.322
LUMO energy (Eh): -0.0069
Energy relative to the best compared isomer or geometry (same formula, charge and spin) (kJ/mol): 513.0
HOMO (eV): -8.942

Structure (XYZ):
```
10
C3H6O ωB97M-V with the def2-TZVPD basis set
C 1.7770 0.7703 0.2745
C 1.1191 -0.0977 -0.5724
C 0.2145 -0.3210 0.5114
O -0.5360 0.5345 1.0987
H 1.4542 1.6332 0.7485
H -0.2412 -1.3055 0.6768
H 2.7788 0.5071 0.4841
H -3.8815 -0.8157 -0.6071
H -4.1864 -0.3094 -1.1193
H 1.5015 -0.5958 -1.4951
```

***

(2)
The following is a quantum chemistry calculation of a single C3H6O molecule, from OMol25.

## Properties
Largest force on an atom (eV/Å): 0.39
Gap between HOMO and LUMO (Eh): 0.391
LUMO energy (Eh): 0.0352
Energy relative to the best compared isomer or geometry (same formula, charge and spin) (kJ/mol): 0.0
HOMO (eV): -9.689
SMILES: CC(C)=O

Structure (XYZ):
```
10
C3H6O ωB97M-V with the def2-TZVPD basis set
C 0.7830 0.9513 0.3977
C -0.0429 -0.3074 0.5651
C -0.7629 -0.8008 -0.6728
O -0.1213 -0.8871 1.6256
H 1.3850 1.1256 1.2914
H 1.4313 0.8783 -0.4824
H 0.1165 1.8079 0.2398
H -0.0300 -1.1905 -1.3896
H -1.4617 -1.5962 -0.4077
H -1.2961 0.0180 -1.1681
```

***

(3)
The following is a quantum chemistry calculation of 2 unconnected molecules or ions with the total composition C3H6O at a distorted geometry, from OMol25.

## Properties
Largest force on an atom (eV/Å): 6.10
Gap between HOMO and LUMO (Eh): 0.393
LUMO energy (Eh): 0.0280
Energy relative to the best compared isomer or geometry (same formula, charge and spin) (kJ/mol): 380.3
HOMO (eV): -9.930
SMILES: C#C.CO

Structure (XYZ):
```
10
C3H6O ωB97M-V with the def2-TZVPD basis set
C 1.4345 0.7771 1.6797
C 0.5201 0.8764 0.8857
H 2.1707 0.5753 2.4903
H -0.3402 1.0060 0.2507
C -1.3230 -0.4387 -0.9258
O -0.0473 -0.7948 -0.9969
H -1.6106 0.3010 -0.2339
H -1.5455 0.1163 -1.8662
H -2.0754 -1.2214 -0.9514
H -0.0105 -1.7073 -1.5517
```